Computed, not measured: 11 unconnected molecules or ions with the total composition C5H28O11 in a non-equilibrium geometry, with ωB97M-V/def2-TZVPD.

Energy above the lowest of the compared OMol25 structures with the same formula, charge and spin in kJ/mol: 127.0
Spin multiplicity: 2
Orbital gap (alpha / beta) in eV: 9.32 / 6.40
Total charge: +1
E_LUMO (alpha / beta) in eV: -4.3 / -7.3
Expectation value of S²: 0.7739
Total energy in eV: -28150.186
HOMO energy (alpha / beta) in eV: -13.62 / -13.66

Last column: Mulliken charge in e.
Atoms and positions in Å:
C (-3.25, -1.19, 1.52)  -1.35
C (-2.30, -0.26, 1.05)  0.09
C (-1.33, -0.58, 0.16)  0.42
C (-0.25, 0.26, -0.31)  -0.23
C (0.81, -0.13, -1.02)  1.02
O (1.68, 0.67, -1.71)  -0.49
H (-3.30, -1.11, 2.69)  0.35
H (-4.29, -0.97, 1.16)  0.35
H (-2.88, -2.14, 1.24)  0.42
H (-2.30, 0.68, 1.59)  0.29
H (-1.30, -1.72, -0.17)  -0.06
H (-0.21, 1.26, 0.04)  0.21
H (1.20, -1.20, -1.10)  -0.36
H (1.60, 1.74, -1.52)  0.26
H (0.15, 3.62, -0.13)  0.31
H (0.36, 4.05, -1.67)  0.24
O (0.31, 3.39, -1.10)  -0.54
H (-0.90, -3.67, -1.33)  0.27
H (-0.51, -2.71, -2.48)  0.35
O (-0.20, -3.40, -1.94)  -0.62
H (0.26, -0.15, 2.95)  0.29
H (0.26, -0.08, 4.53)  0.31
O (-0.22, -0.37, 3.70)  -0.59
H (2.92, 1.96, 0.27)  0.31
H (2.62, 3.43, -0.05)  0.35
O (2.90, 2.82, 0.73)  -0.61
H (-1.89, 2.50, -1.68)  0.31
H (-3.12, 1.79, -1.90)  0.31
O (-2.91, 2.65, -1.56)  -0.62
H (3.67, -0.20, -1.04)  0.34
H (4.60, 0.65, -0.24)  0.32
O (3.81, 0.07, -0.07)  -0.61
H (-0.05, 2.63, 1.87)  0.33
H (-1.66, 3.03, 1.80)  0.24
O (-0.81, 2.98, 1.43)  -0.63
H (2.11, -2.47, 0.98)  0.33
H (3.16, -1.77, 1.56)  0.23
O (2.35, -1.99, 1.73)  -0.54
H (1.44, -2.66, -1.58)  0.34
H (1.92, -4.00, -1.00)  0.30
O (2.01, -3.05, -0.86)  -0.66
H (-2.74, -1.87, -1.86)  0.32
H (-1.50, -0.90, -2.16)  0.36
O (-2.20, -1.58, -2.51)  -0.66